An isolated molecule of CH5N3O2S at a distorted geometry, computed with ωB97M-V/def2-TZVPD.

total charge	0
DFT total energy	-20515.52649	eV
LUMO energy	0.306	eV
Kohn-Sham gap	9.3	eV
energy relative to the best compared isomer or geometry (same formula, charge and spin)	66.39	kcal/mol

Last column: Mulliken charge in e.
CARTESIAN COORDINATES (ANGSTROEM)
C -0.3051 -0.7065 -0.0707  0.17
N -0.2060 -1.6941 -0.8804  -0.69
N 0.7116 0.1137 0.1845  0.16
N 0.4569 1.1790 1.0991  -0.67
O 2.9716 0.6453 0.8514  -0.57
O 2.6815 -0.1920 -1.4195  -0.45
S 2.3142 -0.3677 0.0650  0.65
H 2.0512 0.0236 -2.1613  0.37
H -1.1906 -0.6068 0.5175  0.29
H 0.5575 -1.5998 -1.5190  0.21
H -0.3427 0.7591 1.5915  0.24
H 1.1613 1.2800 1.7786  0.28